Entry from the Open Molecules 2025 dataset: 2 unconnected molecules or ions with the total composition C20H28BF2N2O10S (wB97M-V/def2-TZVPD).

Structure (XYZ):
```
64
Properties=species:S:1:pos:R:3:mulliken_charge:R:1
C -7.305 5.421 -0.815 -0.83
C -7.502 3.945 -1.564 -0.57
N -6.192 3.267 -1.899 0.17
C -5.218 4.171 -2.622 0.00
O -5.376 5.093 -3.575 -0.53
C -3.780 3.709 -1.985 0.01
C -2.273 4.308 -2.256 0.18
F -2.189 5.469 -3.211 -0.30
C -0.990 3.611 -1.508 0.37
C 0.568 4.149 -1.765 -0.43
O 0.637 5.541 -2.237 -0.19
O 0.280 6.387 -1.312 -0.34
C -1.303 2.313 -0.502 0.39
O -0.174 1.598 0.181 -0.50
B 0.426 0.656 -0.827 0.41
O 1.883 0.320 -0.834 -0.43
O -0.375 0.025 -1.928 -0.43
C -2.826 1.740 -0.197 0.26
S -3.236 0.317 0.965 1.18
O -4.175 0.751 2.157 -0.53
O -2.007 -0.358 1.619 -0.49
F -4.105 -0.967 0.156 -0.29
C -4.082 2.464 -0.962 0.03
C -5.697 2.178 -0.968 0.41
O -6.454 1.243 -0.389 -0.51
H -6.801 6.224 -1.522 0.27
H -6.693 5.344 0.192 0.26
H -8.404 5.793 -0.553 0.31
H -8.023 4.195 -2.609 0.27
H -8.259 3.283 -0.965 0.35
H 1.170 4.106 -0.744 0.29
H 1.030 3.371 -2.543 0.19
H -0.621 6.738 -1.579 0.34
H 2.217 0.750 -1.694 0.28
H 0.006 0.478 -2.761 0.32
C 3.189 -4.990 3.064 -1.78
C 4.243 -4.766 1.940 1.83
C 5.209 -3.611 2.328 -1.26
C 4.582 -2.223 2.213 -0.69
C 3.957 -2.017 0.836 -0.90
C 2.954 -3.141 0.459 1.81
N 3.532 -4.514 0.643 0.24
O 4.454 -4.730 -0.399 -0.50
C 1.663 -2.981 1.309 -1.66
C 2.448 -2.893 -0.999 -1.48
C 5.067 -6.096 1.940 -1.82
H 2.239 -5.354 2.659 0.33
H 3.512 -5.746 3.791 0.47
H 2.996 -4.087 3.650 0.32
H 6.099 -3.639 1.684 0.40
H 5.574 -3.752 3.354 0.34
H 3.834 -2.074 2.998 0.28
H 5.352 -1.460 2.380 0.43
H 3.458 -1.041 0.814 0.06
H 4.761 -1.962 0.090 0.47
H 0.960 -3.800 1.115 0.39
H 1.144 -2.044 1.062 0.27
H 1.843 -2.933 2.381 0.24
H 3.262 -2.865 -1.733 0.36
H 1.932 -1.929 -1.077 0.25
H 1.738 -3.670 -1.305 0.46
H 4.434 -6.954 1.679 0.44
H 5.493 -6.291 2.932 0.44
H 5.917 -6.071 1.248 0.35
```

Properties
E_LUMO (spin up / spin down) = -2.74 / -2.74 eV
M = 537.32 g mol⁻¹
Electronic energy = -61578.186 eV
Largest force on an atom = 9.09 eV/A
Orbital gap (spin up / spin down) = 6.2 / 6.8 eV
Spin multiplicity = 2